Entry 1:
Below is a single C4H4N2 molecule in a non-equilibrium geometry, with properties calculated with ωB97M-V/def2-TZVPD.

XYZ file:
```
10
C4H4N2 ωB97M-V/def2-TZVPD
N -1.216 -0.872 -0.373
C -0.465 0.129 0.379
C 1.001 -0.017 0.267
C 2.174 -0.238 0.116
C -0.880 1.483 -0.051
N -1.194 2.543 -0.386
H -0.917 -0.847 -1.345
H -0.963 -1.789 -0.017
H -0.756 0.036 1.433
H 3.216 -0.428 -0.024
```

Output
HOMO-LUMO gap ... 11.12 eV
SMILES string ... C#C[C@H](N)C#N
DFT total energy ... -264.24158 Eh
Relative energy (zero: lowest compared OMol25 entry of this formula, charge and spin) ... 222.8 kJ/mol

***

Entry 2:
Below is a single C4H4N2O molecule in a non-equilibrium geometry, with properties calculated with ωB97M-V/def2-TZVPD.

XYZ file:
```
11
C4H4N2O ωB97M-V/def2-TZVPD
C 0.595 -0.675 -0.747
C -0.222 0.091 -0.041
C -1.729 0.000 0.015
C 0.432 0.840 0.926
H 2.486 0.089 -0.079
H 2.420 -1.392 -1.127
H 0.257 -1.486 -1.404
H -2.338 0.403 1.017
N 1.915 -0.817 -0.528
N 1.074 1.493 1.660
O -2.276 -0.485 -0.906
```

Output
HOMO-LUMO gap ... 9.59 eV
SMILES string ... N#C/C(C=O)=C\N
DFT total energy ... -339.51536 Eh
Relative energy (zero: lowest compared OMol25 entry of this formula, charge and spin) ... 174.1 kJ/mol

***

Entry 3:
Below is a molecular structure, C4H4N2O in a non-equilibrium geometry, with properties calculated with ωB97M-V/def2-TZVPD.

XYZ file:
```
11
C4H4N2O ωB97M-V/def2-TZVPD
C 0.226 -0.829 1.468
C 1.722 1.026 0.268
C 0.655 -0.070 0.348
C -1.307 -0.252 -0.952
N 0.036 -1.707 2.184
N 0.842 1.828 0.001
O 0.071 -0.581 -0.781
H 2.754 0.961 0.541
H -1.803 -0.142 0.090
H -1.821 -0.934 -1.664
H -1.375 0.701 -1.502
```

Output
HOMO-LUMO gap (spin up / spin down) ... 8.93 / 8.93 eV
DFT total energy ... -339.40914 Eh
Relative energy (zero: lowest compared OMol25 entry of this formula, charge and spin) ... 453.0 kJ/mol

***

Entry 4:
Below is a single C4H4N2O molecule in a non-equilibrium geometry, with properties calculated with ωB97M-V/def2-TZVPD.

XYZ file:
```
11
C4H4N2O ωB97M-V/def2-TZVPD
C 0.210 -0.787 2.106
C 0.090 -0.663 -1.433
C -0.031 0.741 -1.657
C -0.294 1.950 -1.708
H 0.298 0.083 2.737
H -0.196 0.576 0.737
H 0.033 -1.431 -2.177
H -0.463 3.026 -1.678
N -0.035 -0.405 0.780
N -0.054 -1.189 -0.250
O 0.443 -1.900 2.544
```

Output
HOMO-LUMO gap ... 9.24 eV
SMILES string ... C#C/C=N\NC=O
DFT total energy ... -339.45347 Eh
Relative energy (zero: lowest compared OMol25 entry of this formula, charge and spin) ... 336.6 kJ/mol